# 1
{
  "formula": "C7H12NOS",
  "method": "ωB97M-V/def2-TZVPD",
  "de_lowest_kcal_mol": 72.66,
  "mol_weight_g_mol": 158.2,
  "charge": 1,
  "symbols": ["C", "H", "H", "C", "C", "H", "C", "H", "C", "O", "H", "C", "H", "H", "H", "S", "H", "H", "H", "H", "N", "C"],
  "coordinates": [[0.64560, -0.50119, -1.80602], [1.25630, 0.16166, 0.86945], [2.18832, 0.74415, -0.37584], [-2.07771, 1.37731, 1.43375], [0.17254, 0.64959, -0.91672], [0.09598, -2.00703, 2.18767], [1.28123, 0.90901, 0.11775], [-0.09526, -0.73487, -2.62673], [-1.20143, 0.39645, -0.32655], [-1.71314, 0.12751, 1.99911], [1.51057, 0.03750, -2.19363], [-1.19612, -0.63283, 1.13607], [-0.03619, -2.43378, 0.54562], [-2.67709, 1.96716, 2.01867], [1.18303, 2.67517, -1.62375], [-0.09853, 2.23550, -1.82358], [1.15782, 1.87128, 0.69731], [0.91541, -1.44783, -1.43945], [-1.81772, 0.10881, -1.14804], [-1.37107, -2.77653, 1.64788], [-1.73982, 1.51352, 0.25292], [-0.67330, -1.94270, 1.34253]],
  "lowdin_charge": [-0.08, 0.06, 0.07, -0.02, -0.81, 0.15, -0.09, 0.11, -0.22, 0.17, 0.08, -0.07, 0.12, 0.14, -0.08, 0.85, 0.12, 0.06, 0.16, 0.14, 0.10, 0.02]
}

---

# 2
{
  "formula": "C5H9NO",
  "method": "ωB97M-V/def2-TZVPD",
  "de_lowest_kcal_mol": 75.82,
  "mol_weight_g_mol": 99.1,
  "symbols": ["H", "C", "H", "C", "C", "H", "H", "H", "H", "H", "N", "H", "C", "H", "C", "O"],
  "coordinates": [[-0.22041, 1.75953, 0.19214], [0.54343, 0.04742, 0.08910], [-0.69930, -1.32705, -1.07981], [-1.93084, 0.41476, -0.69241], [2.93357, -0.01203, -0.37934], [3.81796, -0.72610, -0.73839], [-1.87183, 1.35351, -0.12468], [-0.83365, -0.50444, 1.85587], [-2.78966, -0.16692, -0.57374], [-0.04013, -1.97255, 0.97824], [1.77166, -0.56339, -0.35769], [-1.75327, 0.89692, -1.70732], [-0.75190, -0.47229, -0.40652], [3.21514, 1.00831, -0.12415], [-0.38764, -0.99156, 0.97237], [0.51443, 1.31030, 0.64123]],
  "lowdin_charge": [0.08, -0.49, 0.14, -0.05, -0.05, 0.10, 0.07, 0.11, 0.06, 0.07, 0.04, 0.11, -0.30, 0.06, 0.02, 0.03]
}

---

# 3
{
  "formula": "C45H55BaBrCl3N3O4S2Se3Si",
  "method": "ωB97M-V/def2-TZVPD",
  "mol_weight_g_mol": 1354.6,
  "charge": -2,
  "symbols": ["N", "H", "C", "C", "H", "C", "C", "C", "C", "Se", "S", "C", "H", "C", "C", "H", "C", "C", "C", "O", "Br", "H", "H", "Se", "H", "H", "C", "H", "C", "H", "H", "C", "H", "H", "H", "Se", "Si", "H", "H", "C", "H", "H", "H", "H", "H", "C", "C", "H", "H", "C", "H", "H", "H", "C", "H", "H", "C", "O", "C", "H", "H", "C", "C", "H", "C", "C", "H", "H", "C", "H", "H", "H", "O", "H", "H", "Cl", "N", "H", "H", "C", "Ba", "H", "C", "H", "O", "H", "H", "C", "C", "H", "H", "C", "C", "H", "C", "H", "C", "H", "C", "S", "H", "C", "H", "H", "C", "N", "C", "H", "H", "H", "C", "Cl", "C", "C", "C", "C", "Cl", "C"],
  "coordinates": [[-2.48475, -0.90615, 3.60408], [-5.59623, 3.83276, 0.19013], [3.80871, -3.53022, -2.62405], [1.70196, -4.85445, 1.16120], [5.63262, -3.60741, -0.39492], [-1.45510, -1.53462, 6.08883], [2.95086, 3.82225, -0.03160], [3.96627, -2.65149, 0.68522], [-0.60163, -1.22968, 5.04332], [-5.20589, -1.27895, 4.23948], [1.43238, 1.72078, -0.88984], [-2.73456, -0.64783, -0.61683], [4.77691, -3.26569, -2.19704], [-1.23602, 6.83186, 4.20703], [5.27807, -3.45510, 0.62832], [3.30996, -0.63951, 0.15936], [-6.11435, 1.78156, -0.24022], [1.52258, 1.71333, -2.79861], [-4.11741, 1.35702, -3.44047], [0.37770, 2.78698, -0.62914], [0.88908, -2.22825, -0.66541], [3.37766, -6.28314, 1.19761], [0.78291, 3.70609, -3.08800], [-5.09944, -1.60444, 1.95443], [-1.83519, 2.99899, -5.37976], [-0.96901, 8.09003, 2.48478], [4.17724, 2.00385, -1.03571], [0.47648, -1.21045, 5.15968], [-2.82889, -1.52911, 5.87698], [-5.05915, 3.47214, -5.93133], [-1.06827, 4.33502, -4.49373], [-1.19671, 7.09710, 2.84976], [-4.88861, -0.61027, -3.13330], [-6.42304, -0.50486, -5.08968], [3.99144, -3.99833, -3.60116], [1.64240, 0.96938, 2.01447], [2.52548, -3.64261, -0.07471], [-1.06702, 1.38344, -3.79763], [3.58389, -3.14134, 2.80534], [5.36982, 2.66787, -0.78687], [0.17334, -6.37616, 1.21410], [1.99960, 4.23663, 0.27807], [-0.52900, -0.64197, 2.97221], [-3.52482, -1.77314, 6.66945], [1.23373, -6.52233, -0.19312], [4.14806, -1.31747, -0.06296], [-5.26959, 0.23170, 1.36160], [-3.48643, 1.34887, -2.55242], [4.21675, -6.17584, -2.45896], [2.97772, 2.58971, -0.65788], [5.19497, -4.43719, 1.10824], [-1.24208, 2.49998, -2.46164], [1.13543, -4.12393, -2.78391], [-5.82594, 1.47875, -5.64529], [3.24528, -2.60835, -2.79395], [6.30950, 2.20769, -1.06695], [-6.00559, 0.47315, 0.20360], [-3.18302, 3.92177, -2.24840], [-1.16275, -0.91664, 3.81185], [3.41574, -5.10454, 2.51352], [2.81015, -1.61540, 2.24258], [-5.77712, 0.33517, -4.85882], [5.35598, 3.90904, -0.16114], [-1.05884, -1.78064, 7.06858], [1.80449, -4.95870, -2.56573], [0.72209, -5.80277, 0.45316], [4.79714, -5.53251, -0.91585], [-0.01339, -5.25357, -0.14396], [-5.01883, 2.56536, -5.33453], [-6.45740, -0.35311, -0.32806], [2.56570, 1.89010, -3.06137], [1.21902, -5.73591, -2.07351], [-1.98833, 3.78356, 1.52209], [0.44293, -4.76493, 2.91996], [6.28830, 4.42042, 0.04906], [-0.91588, 8.12248, 5.35640], [-4.70915, 1.19483, 2.07562], [2.24204, -6.42659, 2.54939], [1.25781, 0.68412, -3.06076], [3.68971, -2.27040, 2.15104], [-0.99253, 1.92484, 0.97197], [-1.53941, 5.33820, 5.72785], [0.88134, -4.06052, 2.19782], [2.16431, -5.36771, -3.52166], [-3.53101, -1.55133, -0.79689], [4.13288, 5.44190, 0.71567], [5.05598, -0.82422, 0.31173], [-1.62390, 3.39813, -4.38471], [-1.78390, 4.55701, 3.75345], [3.34472, -6.54024, -0.96578], [1.47241, -3.33074, 2.75124], [3.02270, -4.51202, -1.73863], [-1.75571, 4.74733, 2.34300], [0.06209, -3.51569, 1.72238], [3.89721, -5.75677, -1.49336], [0.94213, 2.75588, -4.57553], [0.62267, 2.71466, -3.52548], [-4.41107, 3.22076, 2.29179], [-4.85983, 2.45925, 1.66443], [-3.24523, 3.94553, -3.73399], [4.18098, 1.02298, -1.50040], [-1.52348, 5.55795, 4.66814], [4.24699, -1.43656, -1.14549], [-6.66342, 2.00379, -1.14870], [-4.16757, 2.49053, -4.24101], [-1.97787, 0.26922, -0.49791], [4.14573, 4.48462, 0.20974], [-6.50276, 1.52936, -6.48943], [6.05128, -2.88955, 1.16277], [4.54033, -1.68032, 2.51699], [-4.92401, 0.27049, -3.76154], [-2.14142, 2.94294, 4.30621], [-1.45288, 6.07556, 1.95062], [-3.28948, -1.21516, 4.60306], [-5.53710, 2.79855, 0.50513], [2.75299, -5.70974, 1.89113], [-1.38802, 6.41032, 0.23961], [-0.87658, 2.41288, -3.48554]],
  "lowdin_charge": [0.03, 0.11, -0.12, -0.63, 0.05, -0.09, -0.08, -0.61, -0.06, 0.58, 0.72, -0.61, 0.06, -0.69, -0.10, 0.01, -0.08, -0.28, -0.05, -0.88, 0.56, 0.06, 0.12, 0.66, 0.09, 0.09, -0.10, 0.10, -0.14, 0.10, 0.08, -0.16, 0.10, 0.10, 0.08, -0.38, 0.43, 0.12, 0.05, -0.09, 0.08, 0.11, 0.01, 0.08, 0.06, -0.14, -0.66, 0.10, 0.08, -0.43, 0.06, 0.08, 0.05, -0.11, 0.07, 0.09, -0.12, -0.51, -0.14, 0.06, -0.01, -0.09, -0.11, 0.10, -0.13, -0.11, 0.06, 0.08, -0.11, 0.09, 0.07, 0.05, -0.56, 0.08, 0.09, 0.58, 0.06, 0.08, 0.07, -0.12, 1.53, 0.10, -0.12, 0.08, -0.08, 0.10, 0.09, -0.33, -0.56, 0.06, 0.06, -0.62, -0.51, 0.05, -0.10, 0.11, -0.25, 0.09, -0.14, 0.94, 0.10, -0.15, 0.05, 0.10, -0.39, -0.19, -0.08, 0.09, 0.08, 0.09, -0.05, 0.70, -0.58, -0.67, -0.06, -0.10, 0.68, -0.24]
}

---

# 4
{
  "formula": "C4H9NO2",
  "method": "ωB97M-V/def2-TZVPD",
  "de_lowest_kcal_mol": 51.54,
  "mol_weight_g_mol": 103.1,
  "symbols": ["H", "H", "H", "C", "C", "C", "O", "O", "H", "H", "H", "N", "C", "H", "H", "H"],
  "coordinates": [[-1.04516, -2.22010, 0.37015], [1.36173, 1.78847, 0.13689], [-1.54162, 0.94550, 2.07849], [-0.73839, 1.43029, 1.50115], [-0.44446, -1.74791, -0.41619], [0.17792, -0.43046, 0.04743], [1.83029, 1.25510, -0.53050], [0.18150, 2.21172, 1.65848], [1.56021, -0.44730, -1.57957], [0.84876, -0.62845, 0.89764], [0.34067, -2.45050, -0.71156], [-0.85894, 0.43605, 0.53885], [0.95907, 0.28142, -1.03695], [-1.09263, -1.58432, -1.28621], [-1.75394, 0.45478, 0.06854], [0.21500, 0.70572, -1.73663]],
  "lowdin_charge": [0.08, 0.05, 0.14, -0.31, -0.05, -0.38, -0.05, 0.06, 0.12, 0.16, 0.08, 0.00, -0.25, 0.08, 0.14, 0.13]
}

---

Calculated values (eV) of HOMO energy for the records, taken in order: -12.6 -8.8 -0.2 -9.6.